1.
Molecular formula: C3H10O3S
Method: DFT, wB97M-V/def2-TZVPD

XYZ file:
```
17
Properties=species:S:1:pos:R:3:mulliken_spin:R:1
C -0.63674 0.63964 0.29111 0.000
O -0.09176 0.99549 -0.92821 0.021
C -0.07792 -0.56727 1.03309 0.067
C -0.71682 -0.91977 2.37065 -0.043
S -0.84510 -2.78754 2.38303 0.969
H -0.49547 1.54569 0.92074 0.005
H -1.75413 0.57127 0.10094 0.000
H 1.01796 -0.39602 1.04484 -0.002
H -0.05642 -1.37114 0.28962 -0.024
H -1.73432 -0.55718 2.58539 -0.003
H -0.06342 -0.80161 3.25643 0.011
H 1.49899 1.65470 -2.62145 0.000
H 1.91357 1.64212 -1.26427 0.000
O 2.03861 2.21212 -2.04212 0.000
H 0.52911 -1.25435 -2.62500 0.000
H -0.31429 0.06549 -2.01853 -0.001
O -0.21186 -0.67163 -2.77629 0.001
```

Output
M = 126.18 Da
<S²> = 0.753
Spin multiplicity = 2
LUMO energy (alpha / beta) = 3.1 / 1.0 eV
Relative energy (zero: lowest compared OMol25 entry of this formula, charge and spin) = 65.6 kJ/mol
Energy = -20249.8980 eV
Net charge = -1

2.
Molecular formula: C27H30Cl4MoN4OS
Method: DFT, wB97M-V/def2-TZVPD

XYZ file:
```
68
Properties=species:S:1:pos:R:3:mulliken_spin:R:1
Mo -0.09360 -0.64360 -0.23200 2.012
Cl -2.28060 -1.77680 -0.54150 -0.007
C -3.49190 -0.61790 -0.14310 -0.002
C -4.82690 -0.94880 -0.29920 0.007
C -5.79100 0.00220 -0.00410 -0.011
C -5.42760 1.26190 0.43960 0.007
C -4.08610 1.58000 0.61310 -0.008
Cl -3.61520 3.13330 1.16120 -0.002
C -3.09770 0.63040 0.32570 0.026
S -1.39580 1.07210 0.55930 -0.159
H -5.11090 -1.92920 -0.64440 -0.001
H -6.83240 -0.24510 -0.13170 0.000
H -6.17900 2.00850 0.64270 0.000
C 4.14810 3.60540 0.54320 0.000
C 5.56950 3.24060 0.07840 0.000
C 6.34690 4.54400 -0.14970 0.000
C 6.24190 2.49570 1.23710 0.000
C 5.51150 2.39040 -1.24650 0.002
O 4.42590 2.82330 -2.06190 0.000
C 6.77430 2.42300 -2.16220 0.000
C 7.91470 1.40720 -1.96910 0.000
C 8.86780 1.62410 -0.83680 0.000
C 9.04760 0.62450 0.12600 0.000
C 9.99290 0.74690 1.11920 0.000
C 10.79220 1.89300 1.16840 0.000
Cl 11.96970 2.05390 2.39290 0.000
C 10.63090 2.90320 0.21280 0.000
C 9.67550 2.76620 -0.77150 0.000
C 5.18670 0.89710 -1.00430 -0.002
N 3.90640 0.65550 -0.41210 0.006
C 2.69620 0.63590 -0.96440 0.046
N 1.80240 0.25460 -0.04280 -0.056
C 2.55590 0.08640 1.08190 0.025
N 3.81730 0.31410 0.86760 0.000
H 4.21470 4.30480 1.37280 0.000
H 3.61260 2.73220 0.90190 0.000
H 3.56590 4.07040 -0.24710 0.000
H 6.24480 5.17950 0.72550 0.000
H 5.97190 5.10110 -1.00550 0.000
H 7.40830 4.35080 -0.27950 0.000
H 6.22540 3.14450 2.11060 0.000
H 7.28010 2.25890 1.01860 0.000
H 5.70890 1.58780 1.50610 0.000
H 4.58310 3.72800 -2.35340 0.000
H 7.19310 3.42640 -2.17240 0.000
H 6.37790 2.23250 -3.16440 0.000
H 8.50680 1.47160 -2.88700 0.000
H 7.52950 0.38960 -1.92270 0.000
H 8.44140 -0.26870 0.08110 0.000
H 10.12500 -0.03640 1.84960 0.000
H 11.26750 3.77370 0.24460 0.000
H 9.57380 3.53990 -1.51810 0.000
H 5.92150 0.45300 -0.33850 0.000
H 5.20250 0.41040 -1.98090 0.001
H 2.48210 0.93600 -1.97510 0.000
H 2.16110 -0.17180 2.04710 0.000
Cl 0.45300 -2.29030 1.17470 0.058
C 0.64970 -0.73150 -4.96820 0.033
C 1.34060 -1.55190 -4.07900 -0.011
C 1.07510 -1.45840 -2.72870 0.060
N 0.17110 -0.59480 -2.22120 -0.063
C -0.49420 0.19600 -3.08230 0.055
C -0.27980 0.15970 -4.44640 -0.007
H 0.83320 -0.78920 -6.02940 0.001
H 2.07520 -2.25930 -4.42970 0.000
H 1.58880 -2.09030 -1.99580 -0.005
H -1.22370 0.87410 -2.64300 -0.006
H -0.84620 0.81600 -5.08550 0.000
```

Output
M = 696.38 Da
<S²> = 2.035
Spin multiplicity = 3
LUMO energy (alpha / beta) = -8.2 / -8.3 eV
Relative energy (zero: lowest compared OMol25 entry of this formula, charge and spin) = 53.5 kJ/mol
Energy = -99261.4615 eV
Net charge = +2

3.
Molecular formula: CH4NO3
Method: DFT, wB97M-V/def2-TZVPD

XYZ file:
```
9
Properties=species:S:1:pos:R:3:mulliken_charge:R:1
N 0.30397 -0.08017 1.55061 -0.534
C 1.13617 -0.04343 0.33142 0.542
O 0.67489 0.64248 -0.60002 -0.757
O 2.22611 -0.63956 0.41729 -0.707
H 0.79970 -0.45970 2.34498 0.241
H -0.51603 -0.66070 1.45570 0.170
H -2.01752 -0.18396 -1.71744 0.265
H -0.89094 0.79723 -1.64364 0.460
O -1.71636 0.62781 -2.13890 -0.681
```

Output
M = 78.05 Da
LUMO energy = 4.2 eV
Relative energy (zero: lowest compared OMol25 entry of this formula, charge and spin) = 29.5 kJ/mol
Energy = -8736.6373 eV
Net charge = -1

4.
Molecular formula: C2H9N3
Method: DFT, wB97M-V/def2-TZVPD

XYZ file:
```
14
Properties=species:S:1:pos:R:3:mulliken_charge:R:1
C 0.02094 -0.78554 -0.19091 -0.443
C 2.03034 0.62491 -0.04091 -0.099
N 1.42404 -0.48954 -0.02425 0.033
N -0.90728 0.33806 -0.05394 0.058
N -2.20420 -0.01555 -0.17005 -0.491
H -0.10630 -1.23775 -1.19550 0.409
H -0.25563 -1.56560 0.53670 0.408
H 1.53094 1.57772 -0.18667 0.305
H 3.11282 0.66073 0.07745 0.297
H 1.98206 -1.34846 0.09576 0.320
H -0.50061 1.12138 1.69932 0.249
H -0.69313 1.16667 -0.62162 0.340
H -2.88202 0.71966 -0.35144 0.312
H -2.55198 -0.76669 0.42605 0.302
```

Output
M = 75.11 Da
LUMO energy (alpha / beta) = -11.2 / -9.9 eV
Relative energy (zero: lowest compared OMol25 entry of this formula, charge and spin) = 541.1 kJ/mol
Energy = -6666.8285 eV
Net charge = +2